1.
{
  "formula": "C16H31ClO11P2",
  "method": "wB97M-V/def2-TZVPD",
  "species": ["O", "C", "C", "C", "Cl", "C", "O", "O", "H", "O", "P", "O", "C", "C", "O", "C", "C", "O", "C", "C", "H", "H", "H", "H", "H", "H", "H", "H", "H", "H", "H", "H", "H", "H", "H", "O", "P", "O", "C", "C", "O", "C", "C", "O", "C", "C", "H", "H", "H", "H", "H", "H", "H", "H", "H", "H", "H", "H", "H", "H", "H"],
  "coordinates": [[1.952, 5.804, 0.262], [1.906, 4.636, 0.737], [2.669, 3.313, 0.199], [2.412, 2.237, 1.121], [2.998, 0.525, 1.122], [1.433, 2.855, 2.235], [0.883, 2.329, 3.222], [1.184, 4.227, 1.918], [3.308, 3.247, -0.759], [-0.821, 4.073, -3.469], [-1.912, 3.432, -2.599], [-3.043, 3.330, -3.803], [-2.836, 2.379, -4.838], [-3.096, 0.968, -4.347], [-2.373, 4.877, -1.924], [-1.373, 5.787, -1.468], [-1.327, 6.987, -2.395], [-3.032, 2.655, -1.560], [-4.199, 3.252, -1.004], [-5.326, 3.441, -1.999], [-1.823, 2.471, -5.243], [-3.535, 2.620, -5.643], [-2.375, 0.685, -3.573], [-3.019, 0.252, -5.169], [-4.091, 0.889, -3.903], [-0.397, 5.300, -1.398], [-1.648, 6.109, -0.459], [-1.169, 6.684, -3.432], [-0.527, 7.672, -2.106], [-2.278, 7.524, -2.366], [-3.970, 4.179, -0.475], [-4.545, 2.556, -0.234], [-5.106, 4.249, -2.700], [-6.253, 3.698, -1.480], [-5.492, 2.531, -2.581], [2.663, -2.725, 2.268], [1.766, -3.960, 2.096], [2.245, -4.705, 3.494], [1.817, -4.148, 4.730], [0.346, -4.424, 4.976], [2.809, -4.702, 1.037], [3.389, -3.941, -0.020], [4.865, -3.734, 0.262], [0.677, -5.258, 1.843], [1.038, -6.576, 1.442], [1.687, -7.396, 2.538], [2.023, -3.074, 4.756], [2.413, -4.616, 5.518], [-0.275, -3.924, 4.227], [0.047, -4.069, 5.965], [0.135, -5.493, 4.907], [2.871, -2.987, -0.153], [3.266, -4.509, -0.947], [5.024, -3.271, 1.239], [5.324, -3.101, -0.502], [5.386, -4.694, 0.281], [1.638, -6.574, 0.531], [0.097, -7.065, 1.169], [2.704, -7.055, 2.739], [1.743, -8.447, 2.244], [1.120, -7.324, 3.470]],
  "atomic_forces_ev_per_a": [[-0.6, -5.8, 2.6], [1.1, 1.5, -1.6], [-0.8, -2.1, 2.2], [0.0, 3.2, -1.6], [-1.0, 2.7, 0.1], [-1.3, -1.6, 2.0], [2.5, 2.1, -4.3], [1.4, -0.5, -1.4], [-1.3, 0.4, 1.9], [1.8, -3.8, 2.0], [-6.3, 6.7, -1.9], [0.6, -0.8, 0.0], [-0.1, -0.2, -0.3], [0.0, -0.1, 0.1], [0.5, -0.9, 0.6], [0.1, 0.5, -0.2], [0.0, 0.1, -0.1], [3.5, -1.9, -0.5], [-0.7, 0.3, 0.9], [0.2, 0.3, -0.5], [0.0, 0.1, 0.0], [0.0, 0.1, 0.1], [0.0, -0.1, 0.0], [0.0, 0.0, 0.1], [0.1, 0.0, -0.1], [-0.1, 0.1, -0.1], [-0.1, -0.1, 0.0], [0.1, -0.1, 0.1], [-0.1, 0.0, 0.0], [0.1, 0.0, 0.1], [0.1, 0.0, -0.3], [0.3, -0.2, -0.1], [0.0, -0.1, 0.0], [0.1, -0.1, 0.1], [0.0, 0.1, 0.1], [-4.3, 1.5, -0.7], [7.1, -6.1, 0.8], [-0.7, 0.6, 0.2], [0.0, 0.0, 0.5], [-0.1, 0.0, 0.0], [-1.0, 0.4, -0.4], [0.5, 0.1, 0.0], [0.2, 0.0, 0.1], [-1.7, 3.7, 0.2], [0.0, -1.0, -0.7], [0.4, 0.3, 0.2], [0.0, 0.0, 0.0], [0.1, 0.0, -0.2], [0.0, 0.0, 0.1], [0.0, 0.0, -0.1], [0.0, 0.1, 0.0], [0.1, -0.1, 0.1], [-0.1, -0.1, 0.1], [-0.2, 0.1, -0.1], [0.0, -0.1, 0.0], [-0.1, 0.0, -0.1], [0.1, 0.2, 0.2], [-0.1, 0.3, 0.1], [-0.1, 0.0, 0.0], [-0.1, 0.1, -0.1], [0.0, 0.0, -0.1]],
  "max_force_ev_per_a": 9.42,
  "gap_ev": 7.94,
  "smiles": "O=C1C=C(Cl)C(=O)O1.CCOP(=O)(OCC)OCC.CCOP(=O)(OCC)OCC",
  "homo_energy_ev": -9.93
}

2.
{
  "formula": "C4H2F3N3OS",
  "method": "wB97M-V/def2-TZVPD",
  "species": ["C", "C", "C", "C", "N", "N", "N", "O", "F", "F", "F", "S", "H", "H"],
  "coordinates": [[3.212, -0.226, 0.641], [-0.841, -1.105, 0.284], [-1.034, 0.000, -0.697], [-1.500, 1.210, 0.071], [0.338, -1.648, 0.271], [2.479, -0.797, -0.104], [1.225, -1.157, -0.631], [4.161, 0.202, 1.118], [-2.344, 0.872, 1.156], [-0.498, 1.982, 0.673], [-2.287, 1.925, -0.687], [0.507, 0.192, -1.600], [-1.554, -1.368, 0.914], [-1.864, -0.083, -1.409]],
  "atomic_forces_ev_per_a": [[-1.0, -0.6, -1.3], [5.7, 0.0, -3.8], [-0.5, 1.0, 0.0], [-0.2, 1.0, 3.3], [-1.4, 0.5, 1.7], [-2.3, -1.5, -1.1], [1.0, 1.0, -0.3], [1.6, 1.1, 1.7], [1.3, -0.1, -1.2], [-1.6, -1.2, -1.4], [0.1, 1.4, -0.7], [0.0, -0.5, 0.4], [-3.0, -1.5, 2.7], [0.2, -0.8, 0.1]],
  "max_force_ev_per_a": 6.90,
  "e_above_lowest_kj_mol": 33.3,
  "gap_ev": 9.48,
  "smiles": "O=C=NN1N=C[C@@H](C(F)(F)F)S1",
  "homo_energy_ev": -9.36
}

3.
{
  "formula": "C20H46InN4O6S",
  "method": "wB97M-V/def2-TZVPD",
  "species": ["C", "C", "O", "O", "C", "C", "C", "C", "C", "C", "In", "S", "H", "H", "H", "H", "H", "H", "H", "H", "H", "H", "H", "H", "H", "H", "H", "H", "H", "H", "C", "O", "N", "C", "C", "H", "H", "H", "H", "H", "H", "H", "C", "O", "N", "C", "C", "H", "H", "H", "H", "H", "H", "H", "C", "O", "N", "C", "C", "H", "H", "H", "H", "H", "H", "H", "C", "O", "N", "C", "C", "H", "H", "H", "H", "H", "H", "H"],
  "coordinates": [[0.518, -6.618, -1.147], [0.093, -5.373, -2.125], [-0.710, -5.672, -3.173], [0.532, -3.974, -2.006], [0.281, -3.417, -0.668], [-1.338, -3.110, -0.382], [-1.921, -1.998, -1.436], [-3.551, -1.823, -1.435], [-4.396, -3.162, -1.012], [-4.204, -4.448, -2.011], [-5.965, -5.932, -1.884], [-7.469, -5.431, 0.056], [1.245, -6.339, -0.273], [1.055, -7.427, -1.836], [-0.487, -7.131, -0.777], [0.943, -2.438, -0.574], [0.657, -4.154, 0.180], [-1.395, -2.635, 0.689], [-1.860, -4.157, -0.419], [-1.475, -0.947, -1.086], [-1.488, -2.147, -2.539], [-3.845, -0.933, -0.705], [-3.855, -1.435, -2.522], [-4.182, -3.416, 0.134], [-5.547, -2.858, -1.049], [-4.169, -4.089, -3.135], [-3.244, -5.090, -1.821], [-6.953, -5.829, -3.396], [-5.240, -7.597, -1.848], [-6.729, -5.100, 1.212], [-1.859, 1.832, -0.430], [-2.919, 1.350, -0.050], [-0.863, 2.318, 0.390], [0.364, 2.874, -0.139], [-1.049, 2.273, 1.825], [-1.617, 1.914, -1.501], [1.209, 2.292, 0.240], [0.455, 3.912, 0.194], [0.371, 2.846, -1.232], [-1.194, 1.233, 2.133], [-1.944, 2.845, 2.087], [-0.180, 2.691, 2.340], [0.713, 5.384, 2.773], [1.006, 4.353, 2.181], [1.265, 5.806, 3.964], [0.863, 7.042, 4.602], [2.277, 4.988, 4.599], [-0.045, 6.079, 2.377], [1.738, 7.692, 4.696], [0.465, 6.815, 5.595], [0.096, 7.557, 4.017], [3.122, 4.873, 3.914], [1.856, 4.000, 4.809], [2.617, 5.449, 5.530], [3.507, 4.230, -3.081], [2.610, 4.610, -2.339], [3.452, 3.121, -3.899], [4.559, 2.738, -4.750], [2.250, 2.314, -3.909], [4.464, 4.772, -3.151], [4.222, 2.739, -5.791], [4.888, 1.733, -4.471], [5.397, 3.432, -4.643], [1.404, 2.938, -4.211], [2.066, 1.937, -2.898], [2.355, 1.475, -4.602], [2.307, 0.412, 3.383], [1.410, 0.792, 4.125], [2.252, -0.697, 2.565], [3.359, -1.080, 1.714], [1.050, -1.504, 2.555], [3.264, 0.953, 3.313], [3.022, -1.079, 0.673], [3.688, -2.085, 1.993], [4.197, -0.386, 1.821], [0.204, -0.880, 2.253], [0.866, -1.881, 3.565], [1.155, -2.344, 1.862]],
  "atomic_forces_ev_per_a": [[0.0, -0.1, -0.5], [-4.1, -1.0, -5.4], [5.5, 2.0, 6.7], [-1.2, -3.1, 1.4], [-0.4, 0.6, 1.6], [1.3, 0.3, -0.5], [0.5, 0.7, 0.0], [-0.2, 0.5, 0.0], [-0.4, 0.3, -0.4], [0.4, 0.6, 0.0], [1.0, 0.0, -0.7], [0.3, 0.4, 1.4], [-1.6, -0.4, -1.7], [-1.2, 2.0, 1.4], [2.2, 1.3, -0.7], [-1.5, -2.0, -0.5], [-0.7, 1.3, -1.7], [0.0, -1.2, -1.9], [0.7, 2.2, 0.0], [-0.8, -2.2, -0.7], [-1.0, -0.1, 2.5], [0.7, -1.9, -1.4], [0.5, -1.1, 2.3], [-0.4, 0.4, -2.5], [2.4, -0.6, 0.2], [0.1, -0.5, 2.2], [-1.5, 1.4, -0.3], [0.0, 0.1, 0.5], [-0.2, 0.3, 0.2], [-0.5, -0.4, -1.5], [0.2, 0.1, 0.9], [0.8, 0.5, 0.0], [-1.0, -0.5, -1.1], [-0.2, 0.2, -0.1], [-0.1, -0.3, 0.1], [0.1, 0.0, 0.0], [0.1, 0.2, -0.1], [0.2, -0.4, -0.3], [-0.1, -0.1, 0.1], [-0.1, 0.1, 0.1], [0.0, -0.1, 0.2], [-0.3, -0.3, -0.3], [0.6, -0.2, 0.6], [0.3, 1.2, 1.0], [-0.7, -0.2, -1.3], [0.1, -0.2, 0.0], [0.0, -0.3, -0.2], [0.0, 0.1, 0.1], [-0.2, 0.1, 0.1], [0.0, 0.2, 0.0], [0.1, -0.2, 0.0], [0.0, -0.1, 0.2], [0.2, 0.0, 0.0], [-0.1, 0.0, -0.2], [-0.6, -0.6, -0.1], [0.6, -0.5, -0.7], [0.4, 1.2, 0.7], [-0.2, -0.1, 0.1], [-0.2, 0.1, 0.2], [0.1, -0.1, -0.1], [0.2, -0.1, 0.0], [0.1, 0.1, -0.2], [-0.2, -0.1, 0.0], [0.0, -0.2, 0.1], [-0.2, -0.1, -0.2], [0.1, 0.2, 0.1], [-0.6, -0.6, -0.2], [0.6, -0.5, -0.6], [0.4, 1.2, 0.8], [-0.3, 0.0, 0.1], [-0.2, 0.2, 0.2], [0.0, -0.1, -0.1], [0.2, -0.1, 0.0], [0.1, 0.0, -0.2], [-0.2, -0.1, 0.0], [0.0, -0.2, 0.0], [-0.2, 0.0, -0.2], [0.1, 0.2, 0.1]],
  "total_charge": -1,
  "max_force_ev_per_a": 8.94,
  "e_above_lowest_kj_mol": 497.3,
  "gap_ev": 5.73,
  "homo_energy_ev": -4.07
}

4.
{
  "formula": "C9H36N9O12",
  "method": "wB97M-V/def2-TZVPD",
  "species": ["N", "O", "O", "O", "C", "O", "H", "H", "H", "H", "C", "O", "H", "H", "H", "H", "C", "O", "H", "H", "H", "H", "C", "O", "H", "H", "H", "H", "C", "O", "H", "H", "H", "H", "C", "O", "N", "N", "H", "H", "H", "H", "C", "O", "N", "N", "H", "H", "H", "H", "C", "O", "N", "N", "H", "H", "H", "H", "C", "O", "N", "N", "H", "H", "H", "H"],
  "coordinates": [[0.368, -0.842, -0.646], [-0.306, -0.061, 0.002], [1.550, -0.973, -0.285], [-0.157, -1.588, -1.404], [2.350, 5.006, -2.409], [2.058, 4.796, -1.004], [3.080, 5.814, -2.433], [2.711, 4.064, -2.822], [1.446, 5.309, -2.937], [1.523, 4.000, -0.961], [-3.450, -4.436, 3.291], [-2.851, -3.905, 4.505], [-3.866, -5.393, 3.606], [-4.272, -3.755, 3.069], [-2.659, -4.368, 2.545], [-2.561, -4.667, 5.012], [0.757, 1.250, -7.799], [0.293, 2.512, -7.979], [0.312, 0.860, -6.884], [0.685, 0.734, -8.757], [1.836, 1.353, -7.682], [-0.641, 2.477, -8.201], [6.527, 3.279, 2.276], [5.415, 3.953, 2.849], [7.245, 3.180, 3.090], [6.285, 2.249, 2.015], [6.916, 3.851, 1.434], [4.822, 4.097, 2.108], [-2.711, -7.401, -2.608], [-1.350, -7.258, -2.940], [-3.214, -6.540, -3.048], [-3.166, -8.336, -2.934], [-2.993, -7.451, -1.556], [-1.160, -6.512, -2.366], [5.147, -5.685, 1.903], [5.841, -6.499, 2.370], [5.326, -4.872, 0.949], [4.041, -5.371, 2.518], [4.735, -4.067, 0.802], [6.178, -4.928, 0.410], [3.791, -4.399, 2.409], [3.675, -6.012, 3.207], [-5.863, 0.261, -3.048], [-6.956, 0.574, -3.387], [-4.844, 1.004, -3.301], [-5.493, -0.906, -2.585], [-4.059, 0.801, -2.699], [-4.932, 1.966, -3.597], [-6.248, -1.573, -2.521], [-4.546, -1.003, -2.248], [-4.763, 7.661, 0.110], [-4.121, 8.701, 0.075], [-6.012, 7.505, 0.009], [-4.090, 6.555, 0.353], [-6.297, 6.542, 0.116], [-6.712, 8.226, 0.114], [-4.436, 5.613, 0.242], [-3.090, 6.689, 0.293], [2.864, -0.657, 6.618], [2.613, -1.241, 7.648], [3.838, 0.171, 6.340], [1.989, -0.523, 5.658], [3.771, 0.802, 5.554], [4.611, 0.318, 6.973], [2.116, 0.064, 4.846], [1.105, -1.008, 5.722]],
  "atomic_forces_ev_per_a": [[1.4, 0.0, 3.7], [-1.9, 2.7, 0.8], [1.8, -0.2, -0.8], [-1.4, -2.5, -3.7], [-0.4, -0.2, 1.2], [0.1, 0.2, -0.7], [0.1, -0.2, -0.3], [0.3, 0.2, -0.3], [0.0, 0.1, -0.1], [-0.1, -0.1, 0.2], [0.4, 1.1, 1.7], [-0.2, -0.1, 0.0], [0.1, -0.3, -1.0], [0.1, -0.1, -0.3], [-0.5, -0.7, -0.4], [0.1, 0.2, 0.1], [1.4, -0.8, -0.1], [-1.1, 2.9, -0.4], [0.1, -1.0, -0.3], [-0.5, -1.0, 0.4], [0.1, -0.2, 0.5], [0.0, 0.1, 0.0], [0.0, -0.2, 0.9], [-0.1, -0.1, -0.3], [0.3, 0.3, -0.2], [-0.2, 0.0, -0.5], [0.3, -0.2, 0.0], [-0.4, 0.2, 0.2], [-1.4, -0.2, -0.4], [-0.2, -0.3, 1.0], [-0.6, -0.2, 0.0], [0.4, 0.0, -0.8], [0.7, 0.4, 0.5], [1.1, 0.2, -0.2], [-1.7, 0.3, 2.7], [4.2, -4.8, 0.6], [2.7, 3.6, -6.0], [-4.3, 1.0, 1.9], [0.1, -0.4, -0.3], [-0.2, 0.2, 0.2], [-1.0, -0.6, 0.7], [0.1, 0.7, 0.1], [-0.9, -0.3, -1.0], [-4.0, 0.4, -0.6], [4.9, 3.5, -0.1], [-0.2, -2.8, 1.5], [0.5, 0.6, -0.5], [-0.3, -0.3, 0.2], [0.7, -0.2, 0.5], [-0.5, -0.8, 0.0], [4.8, 2.6, 0.6], [-0.4, 1.2, -0.3], [-6.3, -1.2, -0.6], [2.3, -3.1, 0.4], [-0.7, 0.5, 0.0], [0.5, -0.1, -0.2], [0.0, 0.3, 0.0], [-0.2, -0.3, 0.0], [-1.7, 0.7, 1.3], [0.9, -1.2, 1.0], [4.6, 2.0, 0.4], [-3.9, -0.9, -3.2], [0.2, -0.3, 0.3], [-0.3, -0.1, -0.1], [0.0, -0.4, 0.2], [0.3, 0.1, 0.0]],
  "total_charge": -1,
  "max_force_ev_per_a": 7.45,
  "e_above_lowest_kj_mol": 656.4,
  "gap_ev": 6.60,
  "homo_energy_ev": -4.78
}